Model i:
Here is the molecule C6H10O3 from the Open Molecules 2025 dataset. Energies are from ωB97M-V with the def2-TZVPD basis set.

Geometry as ORCA input:
```
! RIJCOSX wB97M-V def2-TZVPD def2/J DEFGRID3
* xyz 0 1
C 2.65 -0.53 0.51
C 1.53 -1.00 -0.48
C 0.19 -0.24 -0.42
C -0.63 2.16 -0.07
C -0.85 -0.95 -0.07
C -2.21 -0.31 0.04
H 2.48 -0.55 1.78
H 3.74 -0.90 0.27
H 2.78 0.56 0.37
H 1.67 -0.53 -1.48
H 1.20 -2.00 -0.60
H -0.29 3.37 0.15
H -1.04 1.74 0.97
H -1.29 2.16 -1.01
H -0.92 -2.16 0.39
H -3.78 -1.19 0.05
O 0.52 1.10 -0.50
O -2.98 -1.50 -0.14
O -2.77 0.77 0.23
*
```

## Properties
SMILES string ... CC/C(=C/C(=O)O)OC
Highest occupied orbital energy ... -9.52 eV
Gap between HOMO and LUMO ... 10.3 eV

Model ii:
Here is a cluster of 2 separate species, C6H10O3 in total from the Open Molecules 2025 dataset. Energies are from ωB97M-V with the def2-TZVPD basis set.

Geometry as ORCA input:
```
! RIJCOSX wB97M-V def2-TZVPD def2/J DEFGRID3
* xyz 0 1
C -1.72 0.16 -0.27
C -2.03 0.90 0.96
C -0.18 -1.32 0.30
O -0.05 -1.29 1.49
H -0.47 -2.24 -0.24
H -2.18 -0.79 -0.50
H -1.50 0.72 -1.17
H -1.08 1.03 1.52
H -2.42 1.90 0.76
H -2.69 0.33 1.62
C 2.32 -0.69 -0.11
C 0.91 -0.37 -0.77
C 0.82 1.21 -0.58
O 0.76 -0.79 -1.95
O 1.06 1.85 0.40
H 0.63 1.68 -1.57
H 3.06 -0.06 -0.59
H 2.51 -1.75 -0.26
H 2.25 -0.47 0.96
*
```

## Properties
Highest occupied orbital energy (spin up / spin down) ... -8.90 / -9.07 eV
Gap between HOMO and LUMO (spin up / spin down) ... 6.9 / 7.5 eV

Tell me which of them is the most stable. Sure, it is model i.

Model i:
Here is the molecule C6H10O3 from the Open Molecules 2025 dataset. Energies are from ωB97M-V with the def2-TZVPD basis set.

Geometry as ORCA input:
```
! RIJCOSX wB97M-V def2-TZVPD def2/J DEFGRID3
* xyz 0 1
C 0.02 -0.20 -0.35
C -0.39 0.46 -1.67
C -0.07 -1.72 -0.43
C 1.53 0.21 -0.07
C -0.75 0.32 0.82
C -0.36 0.34 2.09
O -2.08 0.58 0.42
O 1.69 1.54 0.00
O 2.45 -0.55 0.01
H -2.55 0.99 1.15
H 2.63 1.76 0.11
H -1.08 -2.02 -0.67
H -0.34 1.54 -1.59
H 0.27 0.13 -2.47
H -1.41 0.16 -1.92
H 0.61 -2.09 -1.20
H 0.22 -2.17 0.52
H 0.63 0.06 2.38
H -1.02 0.68 2.87
*
```

## Properties
SMILES string ... C=C(O)C(C)(C)C(=O)O
Highest occupied orbital energy ... -9.19 eV
Gap between HOMO and LUMO ... 9.9 eV

Model ii:
Here is a structure of composition C6H10O3 from the Open Molecules 2025 dataset. Energies are from ωB97M-V with the def2-TZVPD basis set.

Geometry as ORCA input:
```
! RIJCOSX wB97M-V def2-TZVPD def2/J DEFGRID3
* xyz 0 1
C -0.84 1.20 -1.16
C 0.42 1.92 -0.60
C 0.80 -0.13 0.24
C -0.21 -0.11 1.25
C -1.16 -0.91 0.44
C -0.03 -1.96 0.18
H -1.57 2.02 -1.36
H -0.48 0.66 -2.10
H 0.06 2.71 0.14
H 0.98 2.56 -1.36
H 0.29 -0.20 -0.76
H -0.80 0.79 1.62
H 0.29 -0.56 2.07
H -2.22 -1.16 0.85
H -0.01 -2.39 -0.89
H -0.25 -2.80 0.85
O 1.60 1.08 -0.04
O 1.30 -1.40 0.44
O -1.68 0.11 -0.55
*
```

## Properties
Highest occupied orbital energy ... -9.54 eV
Gap between HOMO and LUMO ... 10.5 eV

Tell me which of them is the most stable. Sure, it is model i.